The following is a quantum chemistry calculation of a structure of composition C45H45N9 at a distorted geometry, from the Open Molecules 2025 dataset.

Summary:
* net charge: 0
* E_HOMO: -6.881 eV

Element x y z (Å)
1 N 3.236 1.551 -1.436
2 C 2.136 1.518 -0.642
3 C 2.147 1.252 0.713
4 C 3.371 0.993 1.278
5 C 4.564 1.133 0.491
6 C 4.446 1.437 -0.857
7 H 1.145 1.690 -1.034
8 H 1.214 1.241 1.257
9 H 3.476 0.689 2.309
10 H 5.520 1.199 0.988
11 H 5.325 1.510 -1.480
12 N -1.288 0.493 3.393
13 C -0.295 -0.375 3.682
14 C 1.090 -0.019 3.637
15 C 1.386 1.271 3.309
16 C 0.413 2.205 3.016
17 C -0.940 1.792 3.043
18 H -0.616 -1.308 4.120
19 H 1.880 -0.712 3.886
20 H 2.395 1.645 3.224
21 H 0.720 3.199 2.727
22 H -1.674 2.555 2.833
23 N 2.230 -4.988 2.659
24 C 1.472 -4.250 3.500
25 C 0.728 -3.132 3.097
26 C 0.701 -2.745 1.736
27 C 1.475 -3.513 0.858
28 C 2.183 -4.568 1.362
29 H 1.395 -4.447 4.560
30 H 0.057 -2.675 3.810
31 H 0.031 -1.953 1.438
32 H 1.464 -3.324 -0.206
33 H 2.754 -5.136 0.642
34 N -2.631 -4.222 3.617
35 C -3.492 -3.449 4.312
36 C -3.351 -2.069 4.264
37 C -2.414 -1.512 3.326
38 C -1.561 -2.302 2.545
39 C -1.673 -3.676 2.777
40 H -4.159 -3.904 5.029
41 H -3.985 -1.452 4.882
42 H -2.253 -0.445 3.351
43 H -0.795 -1.834 1.945
44 H -1.063 -4.295 2.135
45 N -3.480 4.702 1.143
46 C -4.755 4.425 0.766
47 C -5.309 3.122 0.869
48 C -4.522 2.086 1.365
49 C -3.174 2.409 1.762
50 C -2.671 3.631 1.537
51 H -5.457 5.188 0.465
52 H -6.319 2.993 0.509
53 H -4.922 1.093 1.509
54 H -2.544 1.674 2.242
55 H -1.732 3.973 1.947
56 N 1.383 -1.866 -0.926
57 C 2.465 -1.074 -0.749
58 C 3.770 -1.354 -1.142
59 C 4.028 -2.517 -1.929
60 C 2.917 -3.288 -2.216
61 C 1.675 -2.947 -1.624
62 H 2.246 -0.162 -0.214
63 H 4.550 -0.615 -1.034
64 H 5.002 -2.850 -2.258
65 H 3.105 -4.222 -2.726
66 H 0.885 -3.676 -1.725
67 N 1.238 1.293 -2.771
68 C 0.886 1.837 -3.969
69 C 1.279 1.277 -5.200
70 C 2.161 0.185 -5.172
71 C 2.615 -0.349 -3.948
72 C 2.169 0.252 -2.784
73 H 0.269 2.720 -3.896
74 H 0.941 1.601 -6.173
75 H 2.374 -0.295 -6.116
76 H 3.290 -1.190 -3.907
77 H 2.541 -0.058 -1.818
78 N -1.162 1.707 -1.215
79 C -0.206 0.791 -1.483
80 C 0.140 -0.199 -0.531
81 C -0.547 -0.190 0.658
82 C -1.483 0.801 0.957
83 C -1.790 1.704 -0.010
84 H 0.322 0.762 -2.425
85 H 0.926 -0.919 -0.704
86 H -0.299 -0.941 1.393
87 H -2.001 0.704 1.900
88 H -2.565 2.456 -0.032
89 N -2.926 1.278 -3.209
90 C -1.849 2.125 -3.230
91 C -1.227 2.649 -4.383
92 C -1.782 2.258 -5.596
93 C -2.877 1.375 -5.583
94 C -3.449 0.944 -4.395
95 H -1.479 2.290 -2.229
96 H -0.388 3.328 -4.331
97 H -1.373 2.608 -6.532
98 H -3.336 1.108 -6.524
99 H -4.315 0.299 -4.410

Results of the Mulliken charge analysis, in e, for atoms 1 through 4:
1. N -0.16
2. C -0.50
3. C 1.06
4. C -0.67